1.
DFT (the ωB97M-V functional and the def2-TZVPD basis) results for a cluster of 2 separate species, C10H16 in total at a distorted geometry.

Last column: natural (NBO) charge in e.
Element x y z (Å)
C -1.381070 -2.066901 0.978971  -0.69
C -1.272506 0.474585 0.842817  -0.06
C -0.692432 -0.776885 1.220438  0.22
C -0.663990 1.712115 0.989379  -0.25
C 0.563360 -0.704633 1.865314  -0.26
C 0.447721 1.729257 1.785219  0.00
C 1.013528 0.497292 2.303701  -0.08
H -2.331050 0.500769 0.601938  0.24
H -1.427396 2.421323 0.667802  0.27
H -0.652343 -2.621673 0.344760  0.29
H -2.321903 -2.013568 0.436619  0.26
H 1.017351 -1.524592 2.423012  0.26
H 1.082206 2.595782 1.967902  0.25
H 1.808463 0.611351 3.040968  0.25
H -1.411819 -2.733969 1.841366  0.28
C 0.810890 -0.519262 -3.111734  -0.41
C 1.727732 0.354992 -2.269966  -0.61
C -0.666443 -0.174136 -2.888769  -0.59
H 1.155878 -0.530637 -4.151359  0.22
H 1.038107 -1.585925 -2.931633  0.19
H 1.926705 1.299058 -2.825264  0.22
H 2.708249 -0.128924 -2.176153  0.22
H -0.871307 -0.399304 -1.822759  0.16
H -0.724330 0.919501 -2.873912  0.20
H 1.233294 0.600604 -1.327895  0.17
H -1.434047 -0.632904 -3.492337  0.23

Cartesian forces, eV/Å:
C 1.1 -0.2 -0.7
C -0.7 0.2 0.2
C 0.3 -0.4 0.1
C -2.3 -1.4 0.1
C 0.0 -0.4 2.0
C 1.8 0.4 -0.1
C -0.2 0.9 -0.6
H 0.2 -0.4 -0.5
H 1.4 1.1 0.2
H -0.4 0.1 0.0
H 0.0 0.2 0.3
H -0.2 -0.5 -0.9
H -0.7 0.2 0.1
H -0.1 -0.3 -0.3
H -0.2 0.3 0.3
C 0.3 -1.5 -0.6
C 0.3 0.5 -1.2
C 1.0 0.6 1.3
H -0.5 0.8 -0.1
H -0.5 0.2 0.7
H -0.2 -0.4 0.6
H -0.3 0.2 0.5
H -0.2 -0.3 -0.3
H -0.4 0.0 -0.6
H 0.4 -0.1 0.2
H 0.1 -0.1 -0.4

The value obtained for the energy above the lowest of the compared OMol25 structures with the same formula, charge and spin is 23.6 kcal per mole. As for the spin multiplicity: 2. Its total charge is +1. Its expectation value of S² is 0.768. For the total energy, the calculation gives -10619.84880 eV. For the highest occupied orbital energy (spin up / spin down), the calculation gives -0.505 / -0.505 hartree. As for the gap between HOMO and LUMO (spin up / spin down): 0.3442 / 0.2045 Ha.

2.
DFT (the ωB97M-V functional and the def2-TZVPD basis) results for a cluster of 2 separate species, C10H16 in total at a distorted geometry.

Last column: natural (NBO) charge in e.
Element x y z (Å)
C -0.905820 1.318372 -1.086728  -0.49
C -1.259226 0.030894 -1.858136  -0.61
C -0.432846 1.109340 0.296222  0.26
C 0.649071 1.842769 0.800140  -0.20
C -1.160373 0.283901 1.239981  -0.12
C 1.023549 1.785546 2.120703  -0.14
C -0.870508 0.295160 2.568341  -0.22
C 0.269266 0.990857 3.041225  0.04
H -0.085302 1.756488 -1.660001  0.24
H -1.747099 2.013848 -1.171241  0.29
H -1.918277 -0.675463 -1.354709  0.22
H 1.266106 2.443407 0.142689  0.25
H -1.972651 -0.316361 0.854721  0.25
H 1.878763 2.393461 2.380339  0.25
H -1.459524 -0.224470 3.308334  0.26
H 0.556642 1.056470 4.082086  0.25
H -0.325517 -0.437125 -2.166330  0.23
H -1.741132 0.186931 -2.824746  0.25
C 1.516676 -2.330753 -2.348072  -0.60
C 0.862759 -3.651572 -2.703499  -0.61
H 2.589850 -2.279224 -2.537890  0.22
H 1.074495 -1.560790 -2.985896  0.19
H 1.440858 -1.951228 -1.325422  0.19
H 0.943270 -3.810722 -3.778485  0.22
H -0.185495 -3.685882 -2.422243  0.20
H 1.394869 -4.493646 -2.259599  0.21

Cartesian forces, eV/Å:
C 0.4 -0.8 -1.2
C 0.1 -0.4 -0.5
C -1.0 0.1 0.5
C 1.3 0.2 0.5
C -0.2 0.0 -0.4
C -0.3 -0.1 -0.9
C 0.5 -0.1 0.6
C 0.1 1.1 -0.7
H -0.1 0.4 0.2
H 0.0 0.1 0.5
H 0.2 0.0 0.3
H -0.3 0.1 -0.2
H -0.1 0.1 0.1
H 0.0 -0.2 0.6
H -0.2 -0.2 -0.2
H -0.2 -0.4 0.1
H -0.1 -0.4 0.5
H -0.2 0.7 0.2
C 0.2 1.0 -0.3
C 0.6 -0.3 0.1
H 0.0 -0.4 -0.3
H 0.1 0.1 0.0
H -0.4 -0.5 0.2
H -0.2 0.1 0.0
H -0.1 0.0 0.0
H -0.2 0.0 0.2

The value obtained for the energy above the lowest of the compared OMol25 structures with the same formula, charge and spin is 7.0 kcal per mole. As for the spin multiplicity: 2. Its total charge is +1. Its expectation value of S² is 0.769. For the total energy, the calculation gives -10620.56766 eV. For the highest occupied orbital energy (spin up / spin down), the calculation gives -0.524 / -0.524 hartree. As for the gap between HOMO and LUMO (spin up / spin down): 0.3605 / 0.2203 Ha.

3.
DFT (the ωB97M-V functional and the def2-TZVPD basis) results for a cluster of 2 separate species, C10H16 in total at a distorted geometry.

Last column: natural (NBO) charge in e.
Element x y z (Å)
C 3.378533 1.180734 2.106642  -0.60
C 2.045654 1.678225 2.689666  -0.61
H 4.151285 1.288798 2.937310  0.22
H 3.258221 0.104118 1.848694  0.17
H 3.789449 1.678034 1.261569  0.21
H 1.251858 1.700597 1.924881  0.18
H 2.085359 2.706538 3.029450  0.22
H 1.957799 0.944403 3.492896  0.22
C -2.739242 0.079258 -1.609997  -0.46
C -2.246634 1.483459 -2.078482  -0.62
C -1.671646 -0.757551 -0.903648  0.18
C -0.490691 -0.113598 -0.509154  -0.27
C -1.719170 -2.198138 -0.815040  0.01
C 0.583917 -0.859086 -0.050631  0.00
C -0.511132 -2.931240 -0.694169  -0.26
C 0.626512 -2.279661 -0.289335  -0.06
H -3.525128 0.280540 -0.881153  0.27
H -3.037869 -0.502417 -2.469815  0.25
H -3.106064 1.918114 -2.586876  0.25
H -0.360003 0.923057 -0.704839  0.25
H -2.713638 -2.664063 -0.931177  0.25
H 1.348858 -0.468641 0.605292  0.25
H -0.667894 -3.943004 -1.060947  0.27
H 1.550060 -2.816832 -0.297278  0.25
H -1.405530 1.531395 -2.775959  0.22
H -1.832864 2.036961 -1.237900  0.21

Cartesian forces, eV/Å:
C 0.6 -0.5 1.5
C 0.8 -0.2 -0.9
H -0.8 -0.5 -1.1
H 0.4 0.6 0.2
H 0.1 0.6 -0.8
H 0.0 -0.6 0.5
H 0.2 0.0 0.5
H -1.2 0.5 0.2
C 1.9 0.3 0.5
C 0.2 -0.8 0.0
C 0.8 1.4 -0.7
C 0.3 -1.2 -0.2
C 0.1 0.2 0.1
C -0.7 -0.4 0.7
C -2.2 0.3 -0.6
C -0.8 -0.3 -0.8
H -0.5 -0.4 -0.2
H -0.7 -0.2 -0.1
H 0.2 0.5 0.4
H -0.1 0.7 0.6
H 0.8 0.0 -0.1
H 0.4 0.5 -0.5
H 0.9 -0.2 0.7
H 0.6 -0.1 0.4
H -0.2 -0.7 -0.3
H -0.9 0.5 0.1

The value obtained for the energy above the lowest of the compared OMol25 structures with the same formula, charge and spin is 27.0 kcal per mole. As for the spin multiplicity: 2. Its total charge is +1. Its expectation value of S² is 0.771. For the total energy, the calculation gives -10619.70335 eV. For the highest occupied orbital energy (spin up / spin down), the calculation gives -0.531 / -0.531 hartree. As for the gap between HOMO and LUMO (spin up / spin down): 0.3589 / 0.2319 Ha.

4.
DFT (the ωB97M-V functional and the def2-TZVPD basis) results for a structure of composition C10H16BCl3F4OV at a distorted geometry.

Last column: natural (NBO) charge in e.
Element x y z (Å)
C -0.734933 -1.621225 -0.294908  -0.10
C -0.814614 -0.847898 -1.510216  -0.05
C -1.384629 0.440298 -1.179354  -0.10
C -0.364713 -1.253081 -2.853547  -0.72
C -1.623853 0.458031 0.226010  -0.08
C -1.266381 -0.844888 0.760715  0.03
C -1.526882 -1.315049 2.149760  -0.63
C -0.252963 -3.020908 -0.177141  -0.63
C -1.748481 1.519395 -2.122124  -0.65
C -2.243368 1.570946 0.995218  -0.63
V 0.611783 0.275360 -0.266717  0.92
Cl 1.267938 0.884562 -2.823038  -0.56
Cl 2.358478 -1.047020 -0.660991  -0.37
Cl 0.955087 2.464981 -0.418185  -0.36
H 0.147521 -2.233260 -2.794047  0.20
H 0.421917 -0.511118 -3.204887  0.28
H -1.188656 -1.219411 -3.560545  0.19
H -0.947541 1.641167 -2.853496  0.27
H -1.907415 2.438696 -1.606583  0.22
H -2.666693 1.228614 -2.661401  0.18
H -1.843119 2.537217 0.655040  0.24
H -2.026698 1.461081 2.073425  0.22
H -3.326492 1.575967 0.864008  0.19
H -1.468940 -0.475271 2.851660  0.23
H -0.796732 -2.071696 2.428443  0.22
H -2.518814 -1.753678 2.229236  0.20
H 0.583825 -3.197495 -0.850747  0.24
H -1.038773 -3.754568 -0.408259  0.19
H 0.072650 -3.207729 0.849165  0.21
O 0.893671 0.205779 1.626368  -0.95
H 1.814877 0.618356 1.893327  0.52
F 3.241221 1.174233 1.907312  -0.59
B 4.564119 1.824514 2.128600  1.38
F 5.565506 0.939124 1.759549  -0.57
F 4.568337 2.988250 1.324494  -0.57
F 4.623762 2.127722 3.523855  -0.59

Cartesian forces, eV/Å:
C -0.8 0.7 -0.2
C -0.5 0.5 0.7
C -0.2 -1.1 0.7
C 0.1 -1.3 -0.2
C 0.1 -1.4 -0.4
C -0.4 0.5 -1.3
C 0.6 0.5 0.1
C 0.0 -0.3 0.1
C -0.2 -0.7 -0.9
C 0.4 0.3 0.4
V 1.0 0.0 2.3
Cl 2.0 2.2 -0.3
Cl 0.5 -0.7 -0.1
Cl 0.0 1.2 1.0
H -0.6 0.2 -0.3
H -1.3 -1.5 -0.1
H -0.3 -0.4 -0.2
H -0.2 0.2 0.1
H -0.1 0.7 0.3
H 0.1 0.2 0.1
H -0.1 -0.3 0.2
H 0.0 0.2 -0.5
H -0.2 0.0 0.0
H 0.2 -0.3 -0.1
H 0.1 0.1 0.2
H -0.2 -0.1 -0.1
H 0.1 0.0 0.1
H 0.0 0.2 0.0
H 0.2 -0.1 -0.1
O 1.2 1.1 -0.8
H -2.1 -0.8 -1.0
F 1.6 0.6 0.4
B -1.6 0.1 -0.1
F 0.1 0.1 0.1
F 0.3 -0.5 0.7
F 0.2 0.0 -0.7

As for the spin multiplicity: 2. Its total charge is -2. Its expectation value of S² is 0.773. For the total energy, the calculation gives -87489.20877 eV. For the highest occupied orbital energy (spin up / spin down), the calculation gives -0.061 / -0.061 hartree. As for the gap between HOMO and LUMO (spin up / spin down): 0.2389 / 0.2384 Ha.